{"formula": "C33H40N4RbS3", "method": "ωB97M-V/def2-TZVPD", "e_tot_ha": -2719.09863, "homo_lumo_gap_ha": 0.085, "homo_energy_ev": -0.813, "charge": -1, "symbols": ["Rb", "S", "S", "S", "N", "N", "N", "N", "C", "C", "C", "C", "C", "C", "C", "C", "C", "C", "C", "C", "C", "C", "C", "C", "C", "C", "C", "C", "C", "C", "C", "C", "C", "C", "C", "C", "C", "C", "C", "C", "C", "H", "H", "H", "H", "H", "H", "H", "H", "H", "H", "H", "H", "H", "H", "H", "H", "H", "H", "H", "H", "H", "H", "H", "H", "H", "H", "H", "H", "H", "H", "H", "H", "H", "H", "H", "H", "H", "H", "H", "H"], "positions_angstrom": [[-1.08286, 0.18892, -0.66417], [0.04687, -0.55104, 4.29686], [0.11103, -4.10486, 1.76416], [1.62319, -1.10317, 0.91133], [-0.83858, -2.14464, -2.25931], [0.86655, 1.65448, 0.18359], [-3.25709, -1.54658, -1.19130], [-3.10509, -0.26114, 1.18732], [0.36964, -2.41802, -2.73417], [0.37674, 5.85364, 0.90764], [3.67395, 4.33786, -1.47602], [2.37758, 0.70765, -3.52403], [3.86032, -0.09192, -1.66565], [-4.40999, -1.28557, -0.57689], [-0.64599, -1.90442, 3.30870], [-3.25345, -2.17940, -2.37450], [1.76550, 3.92083, -0.01549], [-5.64401, -2.27640, -2.37116], [-5.45598, -0.34350, 1.53326], [-2.97059, 0.37009, 2.34872], [0.18553, -3.18972, 3.33224], [0.78262, 4.38761, 1.02762], [-4.04728, 0.69046, 3.16465], [-4.32462, -0.60368, 0.76515], [1.29522, 4.08536, 2.43893], [-1.79079, -3.10005, -4.22828], [-1.91827, -2.48086, -2.98124], [-5.31136, 0.31301, 2.74661], [0.58617, -3.03823, -3.95737], [-4.44771, -2.56436, -2.99469], [-5.63720, -1.62796, -1.14185], [2.01577, 0.04312, 2.25333], [1.75139, -0.39559, 3.68789], [2.60948, 0.72014, -2.00882], [3.58800, 3.01522, -1.91764], [1.79246, -3.90157, 1.07797], [-0.52628, -3.37942, -4.71603], [2.72915, 4.75551, -0.52795], [2.65340, 2.12248, -1.44098], [2.53778, -2.60679, 1.38077], [1.68779, 2.48654, -0.37717], [-1.95823, 0.63259, 2.63801], [1.49752, 3.01679, 2.52265], [-0.41231, -3.85386, -5.68291], [-6.57016, -1.40278, -0.64708], [-0.77776, -1.56762, 2.28551], [-6.18287, 0.52821, 3.35223], [2.24012, -0.31080, -3.90576], [4.42526, 5.01529, -1.86145], [2.76570, 5.79038, -0.19141], [3.47029, -2.62513, 0.80911], [1.64454, -4.00803, 0.00077], [3.99353, -0.13621, -0.58393], [0.56432, 4.36408, 3.20725], [-6.43958, -0.64174, 1.20236], [1.44891, 0.92902, 1.93793], [4.75014, 0.37429, -2.09936], [2.29526, -1.30774, 3.94231], [1.49306, 1.29489, -3.78158], [3.80066, -1.11924, -2.04871], [-4.44779, -3.08281, -3.94194], [2.82175, -2.57677, 2.43285], [-0.16205, -3.85676, 4.12140], [3.07202, 0.31921, 2.17241], [2.15769, 0.37804, 4.34524], [-6.58128, -2.55992, -2.83350], [0.04064, 6.08408, -0.10554], [4.29450, 2.67899, -2.67737], [-1.63674, -2.07747, 3.73344], [-3.88581, 1.21290, 4.09723], [1.20549, -2.10771, -2.11185], [3.22641, 1.14646, -4.05598], [1.59302, -3.22849, -4.30311], [-2.65713, -3.35862, -4.81944], [-0.43351, 6.08860, 1.60462], [1.23114, -2.98133, 3.54295], [2.22357, 4.63107, 2.63387], [-0.09753, 3.74739, 0.88136], [1.75534, 0.23549, -1.52637], [2.40549, -4.74531, 1.40189], [1.20738, 6.52656, 1.13992]], "forces_ev_per_angstrom": [[0.464, 0.568, -0.128], [0.006, 0.000, -0.001], [0.041, 0.032, 0.019], [-0.124, -0.014, -0.039], [-0.387, -0.318, -0.270], [0.044, -0.007, 0.005], [-0.230, -0.472, -0.417], [-0.380, -0.096, 0.094], [0.080, 0.049, -0.035], [0.027, -0.016, 0.004], [0.047, 0.023, -0.032], [0.006, 0.061, 0.037], [-0.024, 0.037, 0.012], [-0.046, 0.012, 0.102], [0.111, 0.010, -0.058], [-0.332, 0.102, 0.339], [0.103, 0.033, 0.097], [-0.072, 0.159, 0.312], [-0.014, 0.020, -0.004], [-0.011, 0.044, -0.025], [-0.073, -0.079, 0.029], [-0.006, -0.041, -0.043], [-0.055, -0.072, -0.016], [0.045, -0.052, 0.011], [0.022, -0.015, -0.014], [-0.098, 0.126, 0.209], [0.416, -0.097, -0.047], [0.033, 0.004, -0.020], [-0.235, -0.047, -0.100], [0.299, 0.051, 0.031], [0.031, -0.130, -0.250], [0.279, -0.119, 0.209], [0.072, 0.013, -0.104], [0.041, 0.023, -0.091], [-0.019, 0.038, 0.042], [0.021, -0.052, -0.013], [0.253, 0.046, 0.095], [-0.023, 0.010, -0.062], [-0.012, 0.015, -0.036], [-0.070, -0.009, 0.092], [-0.034, -0.050, 0.053], [0.031, 0.040, -0.013], [-0.005, 0.022, -0.006], [0.011, 0.007, 0.017], [0.019, -0.004, -0.016], [0.031, -0.022, -0.065], [0.008, 0.000, -0.001], [0.006, -0.080, -0.035], [0.025, 0.028, -0.018], [-0.003, 0.029, 0.009], [0.025, -0.043, 0.037], [-0.011, 0.034, -0.008], [0.007, 0.002, 0.000], [-0.047, -0.003, 0.038], [-0.012, 0.010, 0.010], [-0.173, 0.082, -0.143], [0.011, 0.006, -0.006], [0.005, -0.003, 0.057], [-0.013, 0.001, 0.000], [-0.007, -0.077, -0.009], [0.011, 0.010, 0.011], [0.021, 0.016, -0.006], [0.005, 0.023, 0.014], [0.015, -0.030, 0.016], [-0.014, 0.010, -0.006], [0.008, 0.010, 0.016], [-0.008, 0.006, -0.010], [0.034, -0.024, -0.035], [-0.010, -0.009, 0.013], [0.001, -0.005, 0.000], [-0.016, 0.025, -0.008], [0.000, 0.019, -0.006], [-0.018, 0.003, 0.004], [0.000, 0.005, 0.009], [-0.032, 0.016, 0.033], [-0.072, -0.018, -0.005], [0.009, 0.032, -0.002], [-0.031, 0.040, 0.018], [-0.029, 0.048, 0.119], [0.000, -0.008, -0.014], [0.018, 0.012, 0.002]], "lowdin_charge": [0.816, 0.848, 0.836, 0.838, 0.042, -0.272, 0.089, 0.019, -0.125, -0.105, -0.176, -0.080, -0.091, -0.200, -0.578, -0.191, -0.187, -0.054, -0.020, -0.130, -0.535, -0.421, -0.039, -0.213, -0.079, -0.019, -0.212, -0.062, -0.045, -0.013, -0.010, -0.506, -0.532, -0.427, -0.128, -0.545, -0.062, -0.119, -0.183, -0.522, -0.435, 0.087, 0.048, 0.106, 0.097, 0.012, 0.105, 0.046, 0.051, 0.082, 0.071, 0.053, 0.056, 0.060, 0.095, 0.005, 0.068, 0.043, 0.078, 0.058, 0.098, 0.052, 0.065, 0.088, 0.069, 0.108, 0.072, 0.087, 0.066, 0.110, 0.102, 0.065, 0.108, 0.096, 0.059, 0.038, 0.073, 0.097, 0.036, 0.063, 0.058]}